The following is a DFT calculation (ωB97M-V/def2-TZVPD) of C29H30N9O8P2STc as an isolated structure in a non-equilibrium geometry.

Geometry (Å):
H: -1.8941 4.7214 -0.4035
C: -1.9883 -3.7826 2.8093
N: 1.3218 -3.3538 -2.2043
P: 0.3981 -0.9638 -3.2215
C: -0.9554 4.7474 -0.9440
C: -1.9378 2.4368 1.6004
C: -3.6448 1.3766 -2.3187
H: 1.4166 -3.7585 -3.1308
C: 4.4920 -0.2341 -0.7098
C: 0.7243 5.9587 -2.1400
H: -2.8581 2.4998 1.0321
C: 1.5094 4.8278 -2.2082
H: -2.6015 3.2407 -2.0192
H: -3.6295 -4.9989 3.4352
N: -4.1737 -3.8491 5.7546
C: -1.1313 -3.2372 -2.4562
H: 1.3372 2.1552 3.6194
N: -1.6484 1.6346 -1.1246
O: 0.9275 -1.6525 -4.5652
H: -1.9923 -2.5957 -2.2971
H: -2.9296 2.4832 3.4918
Tc: 1.5952 0.5958 -0.7818
O: 1.6376 -0.2339 -2.6329
C: 0.4195 2.2458 3.0551
H: 2.4850 4.8489 -2.6652
C: -2.9868 -4.1629 3.6811
H: -4.4467 1.7703 -2.9215
C: -0.1965 3.5902 -1.0592
H: -2.4242 -1.9165 6.1622
O: -0.5874 -2.5557 0.5899
H: 0.7425 -1.1014 -5.3389
O: 1.6285 -1.4815 -0.0938
H: -1.2015 -4.1050 -1.7998
N: -0.6243 2.3535 -0.4890
O: 0.2182 -0.7510 2.2266
C: -0.7975 2.3424 3.7128
C: 0.1488 -2.4744 -2.1585
C: -1.9750 2.4282 2.9865
H: 2.1622 -2.8108 -2.0215
N: -2.5773 -0.5200 -1.3432
H: -4.1838 -3.4721 6.6842
H: -1.1336 -3.5783 -3.4922
H: 7.2284 0.8456 -2.3563
C: -2.3177 -2.4207 5.2102
H: 1.2239 -4.6047 -0.7374
C: -1.3372 -2.0295 4.3252
H: 5.6150 2.6662 -2.9316
H: -1.8576 -4.3056 1.8705
C: -1.1709 -2.7021 3.1195
H: 4.1134 -1.0355 -0.0873
O: 0.8937 -5.1113 0.0379
C: -3.1671 -3.4945 4.9018
H: 6.4608 -1.0176 -0.8817
H: -4.3947 -0.6554 -2.2484
C: 6.2161 0.8370 -1.9770
S: 0.2213 -2.2066 2.1243
C: -1.5461 0.2581 -1.0117
O: -0.7680 -0.0892 -3.4577
H: 1.4636 -5.1709 1.8250
H: -1.0906 6.8357 -1.3778
O: 1.5865 -4.5001 1.1416
C: 5.7858 -0.2223 -1.1582
P: 0.1921 -1.7119 -0.4917
N: 1.9149 2.5002 -1.5782
H: -0.8259 2.3428 4.7938
C: 4.0170 1.7782 -1.8106
C: -0.5014 5.9360 -1.4832
C: 5.3404 1.8354 -2.2995
C: 0.4605 2.2353 1.6738
H: 1.4136 2.1259 1.1423
H: 1.0891 6.8797 -2.5737
N: -0.3992 -0.1702 -0.5449
H: -4.6661 -4.7101 5.6040
N: 3.6099 0.7361 -1.0160
N: 3.1207 2.7161 -2.0867
C: -0.7167 2.3436 0.9474
C: 1.0775 3.6144 -1.6416
C: -3.5915 0.0193 -1.9758
H: -0.6927 -1.1909 4.5553
C: -2.6459 2.1755 -1.8462

Force components x, y, z for each atom (eV/Å):
0.0 0.0 0.0
0.0 -0.1 -0.1
0.2 0.0 0.0
0.1 0.3 -1.0
0.0 0.1 0.0
0.1 -0.1 -0.1
0.0 -0.1 -0.1
-0.1 0.0 0.0
0.2 -0.3 0.1
0.0 0.0 0.1
0.0 0.0 0.0
0.1 -0.2 0.1
0.0 0.0 0.1
0.0 0.0 0.0
0.0 0.0 -0.1
-0.1 0.0 -0.1
0.0 0.0 0.0
-0.1 -0.4 0.1
0.0 -0.1 0.1
-0.1 -0.1 0.0
0.0 0.0 0.0
0.1 -0.1 -0.9
0.1 0.1 0.7
0.1 0.0 0.1
0.0 0.1 0.0
0.0 -0.1 0.1
0.0 0.1 0.0
0.3 0.0 -0.4
0.0 0.1 0.0
0.5 0.2 -0.2
0.0 -0.1 0.1
0.6 0.7 -0.2
0.0 0.0 0.0
0.3 -0.1 0.2
0.2 0.3 0.3
0.0 0.0 0.0
0.1 0.5 0.3
0.0 -0.1 0.0
0.0 -0.1 0.0
-0.1 -0.1 0.2
0.0 -0.1 0.0
0.1 0.0 0.0
0.0 0.1 0.0
0.0 -0.1 0.0
0.1 0.1 0.2
0.1 0.1 0.0
0.0 0.0 0.0
0.0 0.0 0.0
0.1 -0.2 -0.2
0.0 0.0 0.0
-0.2 -0.3 0.0
0.1 0.1 -0.1
0.0 0.0 0.0
0.0 0.0 0.0
-0.2 0.0 0.0
-0.8 0.1 0.9
-0.1 0.7 0.0
-0.2 -0.2 0.0
0.1 -0.2 -0.1
0.0 0.0 0.0
0.1 0.0 -0.2
0.0 0.0 0.1
-1.3 -0.5 -0.1
0.1 -0.5 0.3
0.0 0.0 0.0
-0.3 -0.5 0.3
-0.1 0.0 0.0
0.0 0.0 0.0
-0.1 -0.1 -0.3
0.0 0.2 0.1
0.0 0.0 0.0
0.2 -0.6 0.0
0.0 0.0 0.1
0.6 0.2 0.0
-0.1 0.6 -0.3
-0.3 -0.1 0.2
-0.2 0.5 -0.2
0.1 0.0 0.0
0.0 0.0 0.1
-0.2 0.1 -0.1

Its gap between HOMO and LUMO (alpha / beta) is 6.2 / 6.9 eV. Its total charge is +1. The multiplicity is 4. For the energy above the lowest of the compared OMol25 structures with the same formula, charge and spin, the calculation gives 155.1 kcal per mole.

Results of the Mulliken charge analysis, in e, for atoms 1 through 2: 0.517 -0.338


The following is a DFT calculation (ωB97M-V/def2-TZVPD) of C29H31As2MoNS4 as an isolated structure in a non-equilibrium geometry.

Geometry (Å):
H: -5.5151 4.2417 0.6932
As: 1.1573 -1.7686 -0.5687
H: 2.3929 -3.1893 1.1532
S: -1.0369 2.3485 0.0509
Mo: 0.2182 0.4290 0.5581
C: -4.2577 1.5060 2.3244
C: 3.8652 0.2035 5.2426
C: 1.5736 -3.4176 0.4821
H: -2.2009 -3.1672 -5.0103
C: -3.5637 3.4283 0.3701
H: -1.6529 -3.2024 0.8752
H: -3.3229 0.0445 -2.2556
H: 2.8809 -2.7238 -2.0154
C: -4.8362 3.4439 0.9761
H: 1.1943 2.2581 5.4579
C: 0.6569 2.0457 -1.9383
C: 2.6129 1.6064 -0.8310
H: -6.1348 2.4279 2.4295
C: -3.0148 1.4261 1.6769
C: 2.7077 1.9158 -3.2596
C: 1.9367 1.6199 5.0085
H: 1.3004 -4.1948 -2.8122
H: -1.0386 3.3102 -2.2724
C: -1.1735 -1.9444 -2.0281
H: 2.8510 1.1780 6.8607
N: 1.2774 1.5309 -0.8317
H: 4.3627 1.0609 0.3175
C: -2.4289 -2.5213 0.4717
C: 1.3570 2.2676 -3.1455
C: -5.1765 2.4684 1.9618
C: -1.9558 -2.2199 -3.1718
C: 0.3832 -3.6109 -2.8461
C: 2.7965 0.4640 3.1177
H: 3.5302 -1.4712 -0.8694
H: 3.1927 1.9218 -4.2850
C: -3.5632 -0.2767 -1.2183
H: 3.3277 2.3374 1.0798
C: 3.3426 1.4138 0.4815
H: 4.5370 -0.1828 5.9840
H: 4.6518 -0.6656 3.3533
H: -4.4195 0.8121 3.1435
C: 3.3402 1.6430 -2.0077
C: 2.9056 1.0378 5.7962
H: -2.8681 -3.1083 -0.3288
H: 0.7222 -3.6824 1.1429
S: 0.3165 1.6177 2.8155
H: -3.2438 4.1392 -0.3868
H: -0.1165 -4.5636 -4.7113
H: 0.7667 2.7061 -3.9470
H: 2.7991 -0.9808 -2.4466
As: -1.7668 -0.9125 -0.4845
H: -3.0822 -2.2347 1.3242
H: -2.8920 -1.6711 -3.2643
C: -1.5443 -3.0731 -4.1441
C: -2.6763 2.4195 0.7258
C: 3.8991 -0.0339 3.9029
H: -4.1352 -1.2924 -1.2621
H: 1.7771 -4.1987 -0.2315
H: -3.9921 0.4887 -0.6301
C: 2.7786 -1.6983 -1.6455
S: 2.5791 0.0189 1.3829
H: -1.4326 1.5392 -2.2270
H: 4.4008 1.4651 -1.9826
C: 0.0337 -2.6052 -1.9000
C: -0.3994 -3.7953 -3.9899
C: 1.7709 1.2625 3.6314
S: -1.9438 0.0374 1.9761
C: -0.8110 2.3214 -1.8191

Force components x, y, z for each atom (eV/Å):
-0.1 -0.3 0.1
0.2 -2.2 -0.5
0.4 -0.2 -0.1
-0.1 1.7 -0.4
-1.1 -1.1 3.4
0.9 -0.2 0.0
0.4 0.2 0.9
-0.8 1.3 0.9
0.4 -0.2 0.1
-0.7 -0.3 0.5
0.0 0.7 -0.2
-0.5 0.0 0.7
0.2 0.3 0.1
0.6 -0.4 0.1
-0.2 0.1 0.1
0.9 -0.5 -0.5
1.5 -1.2 0.0
-0.5 0.4 0.2
0.7 0.4 -0.7
-0.3 0.2 0.6
-0.7 -0.2 -0.7
-0.1 0.2 0.4
0.0 -0.7 0.3
-0.3 -0.6 -1.4
0.2 0.2 0.2
0.3 1.7 -1.9
0.0 0.5 -0.1
0.6 -0.3 0.6
-0.6 0.0 0.7
1.0 0.8 -1.2
-0.5 1.7 1.7
0.1 0.8 -0.1
0.3 0.0 0.1
0.2 -0.2 -0.7
-0.3 0.0 1.7
1.4 -2.6 -1.0
-0.1 -0.4 0.0
-0.1 -0.3 -0.3
0.7 -0.5 -0.4
-0.7 0.7 1.0
-0.4 0.0 -0.2
-0.3 0.6 -1.7
-0.9 0.3 -0.8
-0.6 0.0 0.1
0.3 0.1 -0.7
-0.3 0.2 -1.2
-0.3 0.2 0.2
0.0 0.3 0.2
0.3 -0.3 -0.1
-0.2 0.2 -0.2
-1.6 -0.7 -0.5
0.2 -0.3 -1.0
0.1 -0.4 -0.3
-1.3 0.1 -1.1
-0.4 -1.1 0.0
-0.7 -0.6 -2.5
0.7 2.1 0.2
0.2 -0.2 -0.1
-0.6 0.6 0.6
0.3 -0.2 1.4
0.3 0.2 1.0
-0.2 -0.2 -0.3
0.2 0.1 0.1
-0.2 0.0 -0.7
1.1 -1.0 0.7
1.9 -0.5 1.5
-0.5 0.5 0.4
-0.5 0.6 0.8

Its gap between HOMO and LUMO (alpha / beta) is 6.1 / 5.3 eV. Its total charge is +2. The multiplicity is 3. For the energy above the lowest of the compared OMol25 structures with the same formula, charge and spin, the calculation gives 62.8 kcal per mole.

Results of the Mulliken charge analysis, in e, for atoms 1 through 2: 0.416 1.125